Here is 9 unconnected molecules or ions with the total composition C36H53N7O6 from the Open Molecules 2025 dataset. Energies are from ωB97M-V/def2-TZVPD.

The HOMO energy (spin up / spin down) is 0.02 / -4.14 eV. The expectation value of S² is 0.76. Its HOMO-LUMO gap (spin up / spin down) is 0.0746 / 0.2274 Eh.

Geometry as ORCA input:
```
! RIJCOSX wB97M-V def2-TZVPD def2/J DEFGRID3
* xyz -1 2
N 4.6020 2.5369 4.0675
C 3.2340 2.8613 4.0249
C 2.1906 1.8893 3.8695
C 2.5966 0.5835 3.9004
C 3.9201 0.2586 4.0755
C 4.9298 1.2043 4.1437
H 3.0423 3.9228 4.0778
H 1.1784 2.2626 3.8186
H 1.8103 -0.1123 3.6472
H 4.3004 -0.7462 4.1854
H 5.9896 0.9998 4.1832
N 3.6271 -0.0935 -1.8527
C 3.9090 -1.0776 -2.7872
C 3.3876 -2.3655 -2.7304
C 2.4804 -2.6233 -1.6313
C 2.4106 -1.7311 -0.5661
C 3.0573 -0.4963 -0.6897
H 4.4750 -0.8090 -3.6669
H 3.4073 -3.0892 -3.5318
H 1.9767 -3.5627 -1.4577
H 1.8924 -2.0490 0.3266
H 3.0911 0.1367 0.1847
C 2.8306 4.7671 0.3584
C 2.4245 5.9435 1.3072
O 1.0950 5.6940 1.6406
C 0.6615 4.5322 1.0837
O -0.4660 4.0139 1.3180
O 1.6422 3.9962 0.3288
H 3.6555 4.2399 0.8377
H 3.1218 5.0291 -0.6588
H 2.4459 6.9073 0.7984
H 2.9234 5.9851 2.2755
C -0.9197 -4.6595 1.3449
C -1.7102 -4.1068 2.5574
O -0.6750 -3.4978 3.2713
C 0.3291 -3.1870 2.4849
O 1.1863 -2.3675 2.8232
O 0.1947 -3.7601 1.2982
H -1.6112 -4.5946 0.5049
H -0.6116 -5.6624 1.6404
H -2.3424 -4.7510 3.1685
H -2.3606 -3.2699 2.3027
C 0.7614 3.7616 -2.8903
C -0.1210 3.0487 -3.8865
C 0.8572 1.9008 -4.4083
C 1.9147 2.5724 -5.1866
N 2.7158 3.0872 -5.8731
H 1.5865 4.2871 -3.3711
H 1.0262 3.1219 -2.0484
H 0.3021 4.5981 -2.3635
H -0.3604 3.7096 -4.7195
H -0.9613 2.6182 -3.3418
H 0.1962 1.1657 -4.8674
H 1.3921 1.4610 -3.5665
C -0.3862 -0.8257 5.4211
C -0.8078 -0.5903 6.8637
C 0.1880 0.3695 7.5603
C 0.0120 1.7663 7.4403
N -0.1566 2.9205 7.3308
H -1.0865 -1.3545 4.7745
H 0.5438 -1.3941 5.4283
H -0.3469 0.1063 4.8572
H -0.7332 -1.5414 7.3910
H -1.8497 -0.2775 6.9319
H 1.1255 0.0574 7.1001
H 0.3841 0.1756 8.6149
C -1.3528 0.3529 1.6335
C -1.5588 0.9264 0.2505
C -0.6945 0.4174 -0.9033
C -0.9740 -0.9530 -1.1377
N -1.2160 -2.0679 -1.3367
H -1.4686 -0.7191 1.7932
H -2.1402 0.7040 2.3004
H -0.4371 0.6611 2.1381
H -1.4583 2.0045 0.3755
H -2.6166 0.7375 0.0678
H 0.3704 0.6197 -0.7894
H -1.0164 0.8057 -1.8696
C -2.7281 -3.2550 -5.5918
C -1.3433 -2.7162 -5.1048
C -0.3404 -3.8851 -4.8426
C 0.5034 -4.2200 -6.0033
N 1.0207 -4.4743 -6.9445
H -3.0977 -4.0434 -4.9361
H -2.8067 -3.7388 -6.5654
H -3.5029 -2.5003 -5.4566
H -1.4043 -2.0851 -4.2182
H -1.0059 -2.1185 -5.9515
H -0.8075 -4.8162 -4.5215
H 0.1941 -3.5727 -3.9455
C -3.8597 0.0421 -3.1952
C -5.2939 -0.7108 -3.0097
C -5.9468 -0.5522 -1.6283
C -5.2940 -1.2557 -0.4984
N -4.8233 -1.8269 0.3955
H -3.0295 -0.4138 -2.6557
H -3.9500 1.1080 -2.9858
H -3.5637 -0.1552 -4.2255
H -5.0444 -1.7221 -3.3309
H -6.0171 -0.3194 -3.7251
H -7.0313 -0.6468 -1.6839
H -5.7825 0.4928 -1.3656
*
```

Here is a molecular structure, C36H54BN2P3RhS2 from the Open Molecules 2025 dataset. Energies are from ωB97M-V/def2-TZVPD.

The HOMO energy (spin up / spin down) is -8.23 / -9.92 eV. The expectation value of S² is 6.02. Its HOMO-LUMO gap (spin up / spin down) is 0.2205 / 0.1660 Eh. Its energy above the lowest of the compared OMol25 structures with the same formula, charge and spin is 0.000 eV.

Geometry as ORCA input:
```
! RIJCOSX wB97M-V def2-TZVPD def2/J DEFGRID3
* xyz 1 5
Rh 0.6800 0.3767 0.8764
C 1.8957 -2.3710 4.7384
C 1.8301 -1.8443 3.3046
C 2.2893 -2.8616 2.2817
C 2.8681 -0.6799 3.2018
P 0.2036 -1.1455 2.8266
C -0.2881 -0.0853 4.2700
N -0.7404 1.1555 3.6893
B -0.4146 1.5852 2.2962
N -1.3418 2.5973 1.9970
C -1.6509 3.1411 0.7167
P -1.0748 1.9022 -0.5116
C -2.5618 1.0002 -1.3140
C -3.3334 1.6546 -2.4823
C -3.5158 0.9066 -0.1436
C -2.0839 -0.4141 -1.6545
C -0.2282 2.9191 -1.7699
C 1.0629 3.5088 -1.1320
C -1.0698 4.0603 -2.3086
C 0.1562 1.9202 -2.8877
C -2.0723 2.9104 3.1442
C -2.9777 3.9163 3.4204
C -3.5058 4.0217 4.7198
C -3.2304 3.0643 5.6617
C -2.3363 2.0514 5.4065
C -1.6963 2.0133 4.1928
C -1.1284 -2.4270 2.7314
C -2.4312 -1.6347 2.6192
C -1.1257 -3.4402 3.8602
C -0.9704 -3.1776 1.3734
H 2.9407 -2.7586 4.9151
H 1.2145 -3.2304 4.9037
H 1.8068 -1.5471 5.4450
H 3.3420 -3.1140 2.5152
H 2.3363 -2.4728 1.2811
H 1.6203 -3.7034 2.2200
H 3.9086 -0.9881 3.4688
H 2.6374 0.1655 3.8403
H 2.9569 -0.2861 2.1985
H 0.5695 0.0301 4.9633
H -1.0310 -0.5833 4.9057
H -1.1678 4.0827 0.6023
H -2.7131 3.3820 0.5784
H -3.6628 2.6732 -2.2104
H -4.2530 1.0770 -2.7232
H -2.7247 1.7250 -3.3921
H -4.1952 1.7461 -0.1776
H -3.0398 0.8758 0.8353
H -4.0645 -0.0192 -0.2146
H -1.3998 -0.5423 -2.4761
H -2.9967 -0.9503 -1.8464
H -1.6705 -0.8583 -0.7347
H 0.8289 4.2922 -0.4414
H 1.7253 3.8829 -1.9123
H 1.5901 2.7102 -0.6039
H -1.2368 4.7873 -1.4903
H -2.0267 3.7508 -2.7463
H -0.4534 4.6463 -2.9647
H 0.7940 1.1218 -2.4660
H 0.7512 2.4062 -3.6798
H -0.7330 1.4612 -3.3729
H -3.3377 4.6287 2.6840
H -4.2417 4.8088 4.9316
H -3.6980 3.0742 6.6500
H -2.1665 1.3233 6.1702
H -2.7242 -1.1771 3.6241
H -3.2924 -2.1782 2.2761
H -2.3234 -0.7972 1.9279
H -1.2863 -2.9820 4.8281
H -0.2429 -4.0946 3.8949
H -2.0498 -4.0485 3.6653
H -0.8693 -2.5393 0.5350
H -1.7760 -3.8663 1.2727
H -0.0773 -3.8516 1.3396
S 1.6812 -3.4160 -1.5097
P 2.3562 -1.8294 -2.5413
S 2.5054 -0.5426 -0.9802
C 3.9157 -1.8246 -3.3599
C 4.7676 -0.7437 -3.3469
C 5.9064 -0.7434 -4.1725
C 6.2236 -1.9034 -4.8437
C 5.3501 -3.0073 -4.8816
C 4.2302 -2.9631 -4.1111
C 1.1585 -1.4258 -3.8283
C 1.3882 -0.3072 -4.5850
C 0.5185 0.0827 -5.5853
C -0.6878 -0.5983 -5.7498
C -0.9451 -1.7370 -4.9957
C 0.0003 -2.1548 -4.0602
H 4.5936 0.1603 -2.7829
H 6.5232 0.1494 -4.1866
H 7.1495 -1.8635 -5.4141
H 5.5195 -3.9552 -5.4049
H 3.5398 -3.8048 -4.0493
H 2.2777 0.3183 -4.3875
H 0.6863 0.9690 -6.1771
H -1.4257 -0.1834 -6.4728
H -1.8465 -2.3406 -5.2536
H -0.1631 -3.0226 -3.4632
*
```

Here is a molecular structure, C36H54N5O6PS5Sr from the Open Molecules 2025 dataset. Energies are from ωB97M-V/def2-TZVPD.

The HOMO energy is -8.23 eV. Its HOMO-LUMO gap is 0.2894 Eh. Its energy above the lowest of the compared OMol25 structures with the same formula, charge and spin is 0.000 eV.

Geometry as ORCA input:
```
! RIJCOSX wB97M-V def2-TZVPD def2/J DEFGRID3
* xyz 0 1
Sr -0.4307 1.4935 0.0481
C -0.4490 1.8695 4.7061
C -0.9527 0.4387 4.8640
S -1.9702 -0.1612 3.4938
C -3.5005 0.7699 3.7936
C -4.1326 1.2868 2.5074
S -3.1506 2.4953 1.6051
C -3.1168 3.8885 2.7448
C -2.4386 5.0670 2.0591
S -0.7491 4.7368 1.5000
C 0.1055 4.7515 3.1046
C 1.1535 3.6528 3.2408
S 0.5158 1.9662 3.1876
H -1.2839 2.5692 4.6946
H 0.1944 2.1232 5.5519
H -0.1063 -0.2494 4.9101
H -1.5094 0.3357 5.7954
H -4.2097 0.1152 4.2992
H -3.2722 1.5915 4.4757
H -4.2738 0.4925 1.7730
H -5.1099 1.7183 2.7318
H -4.1448 4.1538 3.0024
H -2.5940 3.6325 3.6655
H -2.9901 5.3432 1.1584
H -2.4348 5.9368 2.7165
H 0.5906 5.7197 3.2295
H -0.6487 4.6597 3.8875
H 1.8585 3.6966 2.4105
H 1.7164 3.7989 4.1642
N -2.0491 3.1843 -1.5492
C -3.4294 2.8111 -1.9512
C -3.5432 1.3501 -2.3799
C -3.1645 0.4377 -1.2150
O -4.0267 0.1618 -0.3753
O -1.9329 0.0892 -1.1779
H -2.0680 4.1301 -1.1810
H -1.4596 3.2292 -2.3768
H -3.7906 3.4467 -2.7633
H -4.0791 2.9737 -1.0929
H -2.8925 1.1504 -3.2349
H -4.5763 1.1624 -2.6712
O 5.9315 2.2371 -0.2217
C 5.7162 1.1398 0.4737
O 6.6110 0.4089 0.8312
C 4.2987 0.7655 0.7605
C 3.9883 -0.4272 1.3659
N 2.6516 -0.4980 1.4342
N 2.0519 0.5749 0.9172
C 3.0371 1.3731 0.5191
C 2.6928 2.7147 -0.0782
O 3.6170 3.3569 -0.6059
O 1.4849 3.0726 -0.0098
H 5.0660 2.6713 -0.5065
H 4.6357 -1.2113 1.7213
H 2.0919 -1.2804 1.7390
C -2.3691 -4.2592 -1.0034
C -0.9267 -3.8822 -1.3586
C -0.1316 -5.1255 -1.7521
C -0.9768 -2.9235 -2.5581
P -0.1926 -2.8681 0.0583
C 1.5843 -2.8360 -0.4512
C 1.9337 -1.7427 -1.2510
C 3.2280 -1.5609 -1.7186
C 4.2205 -2.4672 -1.3782
C 3.8973 -3.5600 -0.5831
C 2.5951 -3.7479 -0.1349
C -0.2994 -3.8642 1.6608
C 0.6342 -3.1493 2.6493
C -0.0134 -5.3683 1.6541
C -1.7353 -3.6636 2.1764
H -2.8681 -4.6462 -1.8968
H -2.9319 -3.3898 -0.6521
H -2.4118 -5.0387 -0.2422
H -0.6330 -5.6220 -2.5894
H -0.0514 -5.8454 -0.9369
H 0.8771 -4.8644 -2.0740
H -1.4721 -3.4224 -3.3977
H 0.0279 -2.6442 -2.8852
H -1.5344 -2.0183 -2.3030
H 1.1844 -1.0024 -1.4964
H 3.4618 -0.6912 -2.3229
H 5.2395 -2.3160 -1.7110
H 4.6648 -4.2756 -0.3120
H 2.3765 -4.6174 0.4666
H 1.6881 -3.2692 2.3867
H 0.4949 -3.5631 3.6530
H 0.3868 -2.0813 2.7007
H 0.9931 -5.6243 1.3298
H -0.7180 -5.9019 1.0173
H -0.1387 -5.7554 2.6721
H -2.0271 -2.6138 2.1442
H -1.7943 -4.0030 3.2162
H -2.4595 -4.2355 1.5997
N 1.6280 0.6209 -7.3862
C 1.3892 1.7865 -6.7592
S 1.3482 3.2314 -7.5437
C 1.1313 1.6595 -5.3017
C 0.3677 0.6103 -4.8035
C 0.1309 0.5395 -3.4392
N 0.6301 1.4214 -2.5688
C 1.3661 2.4350 -3.0550
C 1.6271 2.5920 -4.4047
H 1.8472 0.6406 -8.3687
H 1.8235 -0.2154 -6.8629
H -0.0823 -0.1231 -5.4594
H -0.5076 -0.2294 -3.0212
H 1.7563 3.1439 -2.3345
H 2.2120 3.4301 -4.7604
*
```

Max |F|, record by record: 7.09, 2.42, 0.39 eV Å⁻¹